No. 1
{"formula": "C4H6Br2P", "method": "wB97M-V/def2-TZVPD", "charge": 1, "homo_lumo_gap_ev": [6.55, 6.55], "relative_energy_kj_mol": 195.3, "e_tot_ev": -153609.8442, "homo_energy_ev": [-13.571, -13.572], "species": ["C", "C", "C", "C", "P", "Br", "Br", "H", "H", "H", "H", "H", "H"], "coordinates": [[-0.436, -0.667, -0.354], [-0.209, -0.206, 0.944], [0.005, -0.504, -1.609], [0.652, 0.857, 1.359], [1.587, 0.345, 3.194], [2.407, -1.752, 2.841], [-0.214, -0.036, 4.489], [-1.354, -1.373, -0.279], [-0.779, -0.606, 1.642], [-0.541, -0.823, -2.431], [1.053, -0.095, -1.806], [1.508, 1.288, 0.741], [0.110, 1.639, 1.756]], "forces_ev_per_a": [[-3.34, -2.85, 0.45], [4.10, 2.92, -3.51], [3.80, 1.61, 1.30], [2.73, -1.55, -0.07], [-0.58, -0.71, -0.67], [-0.57, 1.04, 0.00], [0.65, 0.13, -0.74], [1.29, 1.27, -0.49], [-2.75, -1.76, 3.32], [-0.97, -0.68, -1.33], [-1.63, -0.30, 0.14], [-1.39, -0.93, 0.30], [-1.33, 1.83, 1.31]], "mulliken_charge": [-0.1862, 0.2748, -0.5357, -0.8584, 0.3729, -0.0558, -0.0647, 0.2205, 0.4789, 0.3078, 0.2206, 0.3977, 0.4277]}

No. 2
{"formula": "C4H6Br3NO2", "method": "wB97M-V/def2-TZVPD", "homo_lumo_gap_ev": 8.98, "relative_energy_kj_mol": 11.1, "e_tot_ev": -219953.5830, "homo_energy_ev": -10.405, "species": ["C", "C", "C", "C", "N", "O", "O", "Br", "Br", "Br", "H", "H", "H", "H", "H", "H"], "coordinates": [[2.239, -0.581, 0.180], [0.813, -0.016, 0.557], [-0.343, -0.556, -0.208], [-1.581, 0.226, -0.140], [-1.447, 1.611, -0.645], [-1.140, 1.722, -1.784], [-1.875, 2.515, 0.029], [-0.579, -2.486, 0.218], [-3.191, -0.744, -1.041], [-2.172, 0.404, 1.771], [2.584, -1.272, 0.891], [2.922, 0.290, 0.098], [2.163, -1.174, -0.779], [0.872, -0.393, 1.646], [0.844, 1.111, 0.525], [-0.109, -0.657, -1.319]], "forces_ev_per_a": [[-1.26, 1.06, -2.68], [2.39, -0.07, 2.43], [1.13, -1.93, -2.51], [-3.04, -1.57, 2.73], [-2.27, 1.12, 0.26], [1.50, -0.35, -2.16], [0.51, 0.25, 0.47], [0.03, 0.68, 0.11], [1.63, 1.36, 0.36], [0.34, -0.43, -0.71], [0.48, -0.74, 1.11], [-0.17, -0.86, -0.16], [0.41, 0.91, 0.69], [-1.41, 1.25, -1.37], [-0.20, -1.10, 0.12], [-0.07, 0.42, 1.30]], "mulliken_charge": [-1.1236, -0.1652, -0.5983, -0.0928, 1.0292, -0.5184, -0.5401, -0.0230, -0.0172, -0.0121, 0.3649, 0.2940, 0.2919, 0.2906, 0.3604, 0.4596]}

No. 3
{"formula": "C4H6BrClO", "method": "wB97M-V/def2-TZVPD", "homo_lumo_gap_ev": [5.49, 5.44], "relative_energy_kj_mol": 291.6, "e_tot_ev": -88853.7052, "homo_energy_ev": [-8.078, -8.050], "species": ["C", "C", "C", "C", "O", "Cl", "Br", "H", "H", "H", "H", "H", "H"], "coordinates": [[0.238, 0.870, 0.381], [0.294, 2.311, 0.292], [1.315, 0.054, -0.281], [-1.070, 0.202, 0.696], [0.732, 1.809, 1.421], [-3.044, 3.164, 1.008], [0.805, 3.769, -0.653], [1.067, -0.092, -1.329], [1.392, -0.920, 0.195], [2.276, 0.558, -0.214], [-0.962, -0.409, 1.593], [-1.355, -0.441, -0.134], [-1.852, 0.946, 0.868]], "forces_ev_per_a": [[-1.14, -1.14, -1.10], [0.81, -0.65, 1.50], [0.03, 0.32, 0.16], [-0.04, 0.20, 0.18], [-0.38, 1.92, -0.76], [1.06, -0.30, -0.27], [-0.44, -0.18, 0.42], [-0.06, -0.03, -0.07], [-0.06, -0.07, 0.06], [0.08, 0.02, -0.05], [0.12, -0.08, -0.03], [0.04, -0.02, -0.05], [-0.02, 0.02, 0.00]], "mulliken_charge": [1.5580, -0.3862, -1.2865, -0.9475, -0.2708, -0.6770, 0.1081, 0.3426, 0.3217, 0.4341, 0.3067, 0.3163, 0.1805]}

What did the second record say?
{"formula": "C4H6Br3NO2", "method": "wB97M-V/def2-TZVPD", "homo_lumo_gap_ev": 8.98, "relative_energy_kj_mol": 11.1, "e_tot_ev": -219953.5830, "homo_energy_ev": -10.405, "species": ["C", "C", "C", "C", "N", "O", "O", "Br", "Br", "Br", "H", "H", "H", "H", "H", "H"], "coordinates": [[2.239, -0.581, 0.180], [0.813, -0.016, 0.557], [-0.343, -0.556, -0.208], [-1.581, 0.226, -0.140], [-1.447, 1.611, -0.645], [-1.140, 1.722, -1.784], [-1.875, 2.515, 0.029], [-0.579, -2.486, 0.218], [-3.191, -0.744, -1.041], [-2.172, 0.404, 1.771], [2.584, -1.272, 0.891], [2.922, 0.290, 0.098], [2.163, -1.174, -0.779], [0.872, -0.393, 1.646], [0.844, 1.111, 0.525], [-0.109, -0.657, -1.319]], "forces_ev_per_a": [[-1.26, 1.06, -2.68], [2.39, -0.07, 2.43], [1.13, -1.93, -2.51], [-3.04, -1.57, 2.73], [-2.27, 1.12, 0.26], [1.50, -0.35, -2.16], [0.51, 0.25, 0.47], [0.03, 0.68, 0.11], [1.63, 1.36, 0.36], [0.34, -0.43, -0.71], [0.48, -0.74, 1.11], [-0.17, -0.86, -0.16], [0.41, 0.91, 0.69], [-1.41, 1.25, -1.37], [-0.20, -1.10, 0.12], [-0.07, 0.42, 1.30]], "mulliken_charge": [-1.1236, -0.1652, -0.5983, -0.0928, 1.0292, -0.5184, -0.5401, -0.0230, -0.0172, -0.0121, 0.3649, 0.2940, 0.2919, 0.2906, 0.3604, 0.4596]}